An isolated molecule of F2HPS2. Source: OMol25; level of theory: wB97M-V/def2-TZVPD.

Geometry as XYZ:
```
6
Properties=species:S:1:pos:R:3:nbo_charge:R:1
F 1.074 -0.595 2.688 -0.556
P 1.603 0.606 1.749 1.618
F 3.093 -0.060 1.689 -0.561
S 1.393 2.248 2.637 -0.400
S 1.009 0.168 -0.727 -0.244
H -0.245 0.383 -0.247 0.143
```

Calculated values
HOMO-LUMO gap = 8.19 eV
molar mass = 134.1 g/mol
HOMO energy = -10.25 eV
total energy = -1338.109573 Ha
charge = 0
SMILES = FP(F)(=S)S


A structure of composition C47H51BrF12N2O6P2SSnTe. Source: OMol25; level of theory: wB97M-V/def2-TZVPD.

Geometry as XYZ:
```
124
Properties=species:S:1:pos:R:3:lowdin_charge:R:1
Sn -0.443 -1.793 -1.611 1.367
C -0.379 4.355 -4.837 -0.067
C -0.762 3.094 -4.108 -0.289
C -1.252 3.118 -2.810 -0.056
C -1.651 1.948 -2.189 -0.044
C -1.596 0.707 -2.832 -0.240
N -2.059 -0.461 -2.224 -0.096
C -3.337 -0.596 -1.759 -0.229
C -4.239 0.492 -1.681 -0.024
C -5.500 0.384 -1.135 -0.073
C -5.974 -0.827 -0.652 -0.302
C -7.348 -0.967 -0.049 -0.072
C -5.147 -1.927 -0.826 -0.029
C -3.865 -1.868 -1.366 -0.063
C -3.197 -3.224 -1.714 -0.358
O -1.921 -3.214 -2.147 -0.295
C -3.158 -4.190 -0.466 -0.537
F -2.326 -3.674 0.445 0.124
F -4.313 -4.453 0.197 0.103
F -2.674 -5.388 -0.829 0.150
C -4.087 -3.920 -2.823 -0.528
F -4.737 -3.042 -3.602 0.141
F -5.052 -4.719 -2.292 0.116
F -3.361 -4.695 -3.628 0.156
C -0.950 0.657 -4.094 -0.036
C -0.600 1.851 -4.714 0.003
C -0.517 -0.723 -4.643 -0.352
O 0.133 -1.413 -3.674 -0.296
C -1.727 -1.476 -5.280 -0.531
F -1.423 -2.746 -5.566 0.160
F -2.812 -1.482 -4.516 0.169
F -2.107 -0.893 -6.450 0.119
C 0.564 -0.598 -5.781 -0.543
F 0.180 -0.001 -6.939 0.106
F 1.022 -1.805 -6.132 0.152
F 1.623 0.105 -5.350 0.140
H -0.619 5.237 -4.241 0.064
H -0.911 4.440 -5.787 0.072
H 0.691 4.385 -5.062 0.061
H -1.321 4.061 -2.274 0.101
H -1.994 1.962 -1.162 0.104
H -3.934 1.448 -2.078 0.090
H -6.130 1.269 -1.089 0.102
H -7.667 -0.035 0.421 0.063
H -7.363 -1.748 0.714 0.069
H -8.099 -1.231 -0.800 0.068
H -5.546 -2.892 -0.552 0.114
H -0.164 1.828 -5.703 0.110
C 3.492 2.913 -3.712 -0.047
C 3.507 1.545 -3.093 -0.264
C 4.512 0.619 -3.356 -0.038
C 4.453 -0.649 -2.808 -0.099
C 3.372 -0.930 -1.982 -0.747
Br 3.237 -2.597 -1.073 0.679
N 2.426 -0.073 -1.708 0.051
C 2.475 1.131 -2.266 -0.108
H 4.502 3.260 -3.934 0.070
H 3.013 3.636 -3.051 0.073
H 2.924 2.902 -4.645 0.074
H 5.344 0.892 -3.996 0.110
H 5.217 -1.390 -2.992 0.094
H 1.644 1.788 -2.028 0.107
O 0.552 1.457 0.082 -0.521
S 1.435 1.591 1.261 0.924
C 0.601 2.848 2.289 -0.279
C 1.354 3.184 3.537 -0.278
C 1.806 4.475 3.790 -0.060
C 2.526 4.761 4.942 -0.097
C 2.809 3.754 5.853 -0.104
C 2.367 2.460 5.606 -0.076
C 1.643 2.177 4.458 -0.031
C 2.848 2.654 0.811 -0.262
C 4.184 1.980 0.600 -0.259
C 5.216 2.755 0.071 -0.061
C 6.491 2.240 -0.081 -0.101
C 6.755 0.928 0.290 -0.103
C 5.734 0.147 0.802 -0.076
C 4.454 0.667 0.961 -0.046
H -0.351 2.368 2.517 0.048
H 0.415 3.701 1.633 0.104
H 1.590 5.262 3.077 0.111
H 2.868 5.772 5.126 0.095
H 3.372 3.974 6.751 0.093
H 2.586 1.667 6.308 0.101
H 1.300 1.168 4.264 0.097
H 2.968 3.388 1.612 0.085
H 2.508 3.172 -0.090 0.098
H 5.010 3.779 -0.225 0.111
H 7.277 2.860 -0.495 0.093
H 7.748 0.515 0.164 0.094
H 5.918 -0.886 1.062 0.103
H 3.669 0.031 1.352 0.096
C -3.261 1.586 2.203 -0.322
P -2.145 0.174 1.743 0.873
C -1.072 0.144 3.270 -0.312
C -3.299 -1.171 2.241 -0.287
H -3.664 1.482 3.215 0.025
H -4.089 1.606 1.491 0.016
H -2.733 2.540 2.127 0.013
H -1.245 1.020 3.903 0.032
H -0.018 0.081 2.995 -0.024
H -1.288 -0.758 3.843 0.033
H -3.733 -0.968 3.226 0.036
H -2.738 -2.105 2.277 0.010
H -4.096 -1.272 1.504 0.018
C 3.662 -1.917 4.390 -0.079
C 2.308 -2.588 4.456 -0.360
O 1.486 -2.070 3.427 -0.320
P 0.565 -2.994 2.441 0.068
O 0.025 -2.084 1.408 -0.477
Te 1.750 -4.960 1.839 0.292
O -0.688 -3.353 3.415 -0.314
C -0.834 -4.501 4.228 -0.353
C -2.265 -4.983 4.110 -0.078
H 4.364 -2.398 5.074 0.069
H 3.600 -0.855 4.639 0.061
H 4.048 -2.010 3.378 0.069
H 1.817 -2.390 5.417 0.110
H 2.422 -3.672 4.344 0.037
H -0.592 -4.232 5.264 0.108
H -0.135 -5.280 3.906 0.018
H -2.964 -4.198 4.403 0.071
H -2.426 -5.854 4.750 0.066
H -2.479 -5.257 3.077 0.076
```

Calculated values
HOMO-LUMO gap = 5.43 eV
molar mass = 1388.1 g/mol
HOMO energy = -1.94 eV
total energy = -7718.441543 Ha
charge = -2


A structure of composition C25H21AsBrF9N2O7SV. Source: OMol25; level of theory: wB97M-V/def2-TZVPD.

Geometry as XYZ:
```
68
Properties=species:S:1:pos:R:3:nbo_charge:R:1
V -0.017 -0.111 0.031 1.563
O 1.780 -0.988 0.665 -0.629
N 1.851 -2.237 0.984 0.030
C 1.432 -3.159 0.124 0.023
C 1.516 -4.487 0.491 -0.290
C 1.956 -4.829 1.791 -0.195
C 2.406 -3.803 2.568 -0.248
C 2.377 -2.454 2.239 0.019
S 3.095 -1.240 3.101 -0.360
H 0.921 -2.925 -0.783 0.268
H 1.297 -5.192 -0.306 0.205
H 1.984 -5.885 2.137 0.204
H 2.950 -4.073 3.479 0.212
O -0.348 -1.343 -1.471 -0.780
C -1.493 -1.709 -1.979 0.182
C -2.547 -0.744 -2.103 -0.201
C -3.823 -0.977 -2.767 -0.230
C -4.852 0.089 -2.676 -0.023
C -4.817 1.211 -1.949 -0.244
C -3.609 1.389 -1.261 -0.265
C -2.525 0.533 -1.325 0.381
O -1.447 0.999 -0.668 -0.759
N -6.115 -0.217 -3.543 0.535
O -6.163 -1.225 -4.332 -0.469
O -6.984 0.584 -3.379 -0.395
H -1.598 -2.788 -2.199 0.145
H -3.985 -1.874 -3.442 0.233
H -5.581 2.038 -1.817 0.230
H -3.645 2.178 -0.620 0.198
C 3.356 1.655 1.064 -1.064
As 1.677 2.212 1.625 1.993
C 2.113 2.371 3.516 -0.992
C 1.320 4.045 1.028 -0.979
O 0.137 1.392 1.380 -1.081
H 3.338 0.924 0.167 0.319
H 3.794 0.989 1.837 0.284
H 3.855 2.608 0.914 0.227
H 3.103 2.720 3.516 0.218
H 2.005 1.355 3.939 0.277
H 1.442 3.103 4.024 0.222
H 0.574 3.961 0.247 0.275
H 2.170 4.630 0.650 0.233
H 0.898 4.536 1.930 0.217
F 0.901 0.101 -3.675 -0.292
C 1.987 0.700 -3.247 0.964
F 2.638 0.962 -4.465 -0.370
F 2.793 -0.148 -2.540 -0.314
C 1.710 1.933 -2.395 0.050
O 1.307 1.491 -1.203 -0.827
C 3.057 2.791 -2.339 0.964
F 3.995 1.889 -2.037 -0.321
F 3.316 3.432 -3.535 -0.349
F 3.095 3.742 -1.467 -0.312
C 0.524 2.796 -3.104 0.956
F -0.621 2.262 -2.828 -0.264
F 0.575 4.133 -2.646 -0.374
F 0.623 3.024 -4.470 -0.353
Br -3.295 -2.992 5.375 -0.029
C -2.191 -2.565 3.892 -0.124
C -2.553 -2.968 2.602 -0.261
C -1.974 -2.337 1.493 -0.229
C -1.119 -1.210 1.587 -0.369
C -0.697 -0.906 2.896 -0.209
C -1.207 -1.589 4.050 -0.250
H -3.418 -3.666 2.464 0.202
H -2.435 -2.546 0.542 0.201
H 0.027 -0.117 3.135 0.222
H -0.841 -1.475 5.085 0.202
```

Calculated values
HOMO-LUMO gap (alpha / beta) = 4.70 / 6.67 eV
molar mass = 870.3 g/mol
multiplicity = 4
HOMO energy (alpha / beta) = -0.63 / -2.59 eV
total energy = -8652.162484 Ha
charge = -2
⟨S²⟩ = 3.80


So what do the calculations give for energy above the lowest of the compared OMol25 structures with the same formula, charge and spin? Going down the list: 100.2, 45.3, 102.5 kJ/mol.